1.
Formula: C19H44Br3ClCsKN7NaO15P
Source: the Open Molecules 2025 dataset
Level of theory: the ωB97M-V functional and the def2-TZVPD basis

```
93
Properties=species:S:1:pos:R:3:lowdin_charge:R:1
C -1.901 1.872 3.373 -0.11
C -1.151 3.239 3.955 -0.33
C -2.063 4.510 3.462 -0.11
C 0.410 3.270 3.363 -0.27
C 1.387 3.314 4.707 -0.09
C 0.683 4.491 2.304 -0.09
O 1.985 4.447 1.621 -0.07
N 2.290 3.214 1.180 -0.05
C 3.620 2.667 1.652 -0.23
P 5.009 3.406 2.733 0.71
O 4.400 4.300 4.101 -0.39
Cl 6.071 1.697 3.522 0.13
C 3.738 1.161 1.014 0.07
N 2.439 1.038 0.248 -0.04
C 2.157 -0.287 -0.486 -0.06
C 1.513 -1.288 0.677 -0.25
O 2.250 -2.595 0.703 -0.10
C -0.113 -1.468 0.568 -0.21
N -0.839 -0.336 -0.126 0.00
C 1.539 2.253 0.285 -0.02
O 0.240 2.530 -0.348 -0.03
N 0.326 2.236 -1.682 0.03
O 1.177 2.973 -2.201 0.10
H -2.091 2.024 2.228 0.08
H -1.144 0.963 3.466 0.06
H -2.858 1.597 3.998 0.08
H -1.173 3.169 5.143 0.14
H -2.305 4.318 2.309 0.09
H -3.118 4.431 4.007 0.12
H -1.557 5.560 3.630 0.07
H 0.574 2.183 2.902 0.11
H 0.904 2.703 5.611 0.09
H 2.367 2.694 4.423 0.05
H 1.679 4.403 5.033 0.10
H -0.140 4.530 1.440 0.15
H 0.641 5.526 2.885 0.18
H 4.912 3.915 4.893 0.07
H 4.643 0.430 1.155 0.11
H 1.464 -0.156 -1.421 0.13
H 3.216 -0.766 -0.751 0.16
H 1.751 -0.796 1.738 0.17
H 1.805 -3.237 0.067 0.02
H -0.413 -2.525 0.123 0.11
H -0.522 -1.482 1.690 0.13
H -1.029 0.434 0.583 0.08
H -1.817 -0.697 -0.341 0.11
O -5.262 1.430 4.326 -0.08
H -5.349 0.629 4.865 0.00
H -5.955 1.337 3.655 0.05
N -2.663 8.078 2.734 -0.66
O -2.762 9.194 2.196 -0.07
O -3.323 7.119 2.300 -0.09
O -1.906 7.922 3.706 -0.10
Na 1.205 -3.536 -1.474 0.82
C 5.964 -2.493 4.640 -1.49
Br 5.636 -3.958 5.877 0.59
Br 4.551 -2.338 3.311 0.68
Br 6.269 -0.813 5.572 0.54
H 6.886 -2.731 4.099 0.01
C -2.789 -0.705 -6.827 -0.07
C -1.676 -0.377 -5.833 -0.42
C -0.327 -1.051 -6.177 -0.20
O -0.264 -2.441 -5.845 -0.21
C -0.830 -3.303 -6.820 -0.10
N -2.126 -0.730 -4.479 0.03
H -3.180 -1.718 -6.703 0.06
H -3.634 -0.020 -6.688 0.08
H -2.438 -0.596 -7.858 0.08
H -1.520 0.707 -5.872 0.14
H 0.452 -0.570 -5.573 0.11
H -0.050 -0.888 -7.225 0.12
H -0.676 -2.935 -7.838 0.10
H -1.894 -3.444 -6.620 0.08
H -0.347 -4.280 -6.729 0.06
H -1.415 -0.429 -3.811 0.05
H -2.104 -1.752 -4.408 0.06
N -4.338 -1.764 4.066 -0.61
O -5.084 -1.358 4.973 0.04
O -4.354 -1.210 2.954 -0.06
O -3.578 -2.725 4.271 -0.80
C -2.879 -7.485 -6.266 -0.09
C -1.678 -7.061 -7.087 -0.31
O -0.834 -6.221 -6.314 -0.12
H -3.443 -6.609 -5.929 0.08
H -3.542 -8.129 -6.849 0.08
H -2.563 -8.024 -5.367 0.07
H -1.997 -6.503 -7.972 0.12
H -1.102 -7.931 -7.416 0.11
H -0.549 -6.729 -5.534 0.09
O 6.128 -2.003 0.748 -0.59
H 6.102 -1.344 1.417 -0.29
K 7.125 -2.364 7.610 0.65
Cs -2.846 -3.712 2.763 1.43
```

Results
* 2S+1: 1
* HOMO: -0.2602 hartree
* charge: +1

2.
Formula: C4H11NO2P3
Source: the Open Molecules 2025 dataset
Level of theory: the ωB97M-V functional and the def2-TZVPD basis

```
21
Properties=species:S:1:pos:R:3:lowdin_charge:R:1
C 1.583 -0.957 -2.286 -0.79
C 0.623 2.736 0.482 -0.09
C -1.407 0.512 -0.629 -0.19
C 0.620 1.266 0.447 -0.27
N -0.142 0.328 -0.017 -0.27
O 2.675 -1.503 -2.105 -0.09
O 0.996 -0.158 -2.908 0.02
P -1.244 -1.286 2.054 0.28
P 0.593 -1.833 -0.558 0.39
P -0.988 -2.829 0.430 0.02
H 0.392 3.001 1.598 0.11
H 1.690 3.135 0.355 0.09
H -0.104 3.208 -0.244 0.08
H -1.330 1.441 -1.063 0.04
H -1.715 -0.285 -1.308 0.06
H -2.180 0.589 0.144 0.06
H 1.538 0.765 0.915 0.12
H -2.668 -1.048 2.147 -0.21
H -1.687 -2.087 3.144 -0.23
H 1.102 -3.249 -0.947 -0.06
H 1.653 -1.745 0.349 -0.08
```

Results
* 2S+1: 1
* HOMO: -0.1013 hartree
* energy relative to the best compared isomer or geometry (same formula, charge and spin): 0.000 eV
* charge: -1

3.
Formula: C4H12N2O2
Source: the Open Molecules 2025 dataset
Level of theory: the ωB97M-V functional and the def2-TZVPD basis

```
20
Properties=species:S:1:pos:R:3:lowdin_charge:R:1
C -1.235 -1.175 0.918 -0.20
C -1.525 1.294 -0.388 -0.04
C -0.696 0.055 -0.565 -0.50
O -0.989 -2.449 0.363 -0.12
O -0.673 -0.597 -1.593 -0.01
H -0.951 -2.320 -0.601 0.06
H -2.312 -0.965 0.971 0.09
H -0.913 -1.182 1.969 0.09
H -1.011 2.125 -0.881 0.07
H -2.480 1.138 -0.885 0.09
H -1.656 1.587 0.650 0.08
C 1.927 -0.567 -0.431 -0.06
N 0.935 0.289 0.222 -0.20
N 1.241 1.684 0.333 0.06
H 0.250 -0.298 0.947 0.16
H 1.741 1.822 1.205 0.09
H 1.847 1.968 -0.435 0.09
H 1.468 -1.522 -0.686 0.09
H 2.751 -0.757 0.254 0.09
H 2.279 -0.131 -1.368 0.09
```

Results
* 2S+1: 1
* HOMO: -0.2955 hartree
* energy relative to the best compared isomer or geometry (same formula, charge and spin): 5.560 eV
* charge: 0

4.
Formula: C31H39N4O3Sc
Source: the Open Molecules 2025 dataset
Level of theory: the ωB97M-V functional and the def2-TZVPD basis

```
78
Properties=species:S:1:pos:R:3:lowdin_charge:R:1
Sc -0.207 0.263 0.064 0.95
C -1.236 2.592 -2.348 -0.06
N -1.047 1.162 -2.085 -0.24
C -2.340 0.470 -2.298 -0.19
C -3.339 0.697 -1.155 -0.15
C -3.282 -0.396 -0.065 -0.23
N -1.941 -0.951 0.040 -0.14
C -1.865 -2.199 0.517 -0.11
C -0.839 -3.097 0.348 -0.16
C -1.025 -4.471 0.728 -0.06
C -0.479 -5.472 -0.003 -0.11
C 0.104 -5.131 -1.280 -0.09
C 0.422 -3.861 -1.567 -0.01
C 0.399 -2.855 -0.456 -0.29
O 0.595 -1.483 -0.955 -0.11
C -0.059 0.639 -3.051 -0.20
C 1.330 1.295 -3.018 -0.15
C 1.935 1.695 -1.637 -0.24
N 1.584 0.926 -0.470 -0.13
C 2.508 -0.126 -0.073 -0.23
C 2.720 -0.175 1.431 -0.12
C 4.000 -0.276 1.953 -0.04
C 4.228 -0.316 3.322 -0.11
C 3.146 -0.249 4.186 -0.10
C 1.858 -0.165 3.685 -0.02
C 1.614 -0.150 2.305 -0.33
O 0.366 -0.141 1.844 -0.17
H -1.450 2.763 -3.411 0.10
H -0.343 3.150 -2.072 0.08
H -2.071 2.977 -1.767 0.06
H -2.144 -0.598 -2.388 0.13
H -2.776 0.814 -3.247 0.12
H -4.350 0.727 -1.565 0.11
H -3.145 1.665 -0.694 0.07
H -3.989 -1.191 -0.328 0.11
H -3.630 0.034 0.887 0.10
H -2.758 -2.607 1.005 0.13
H -1.689 -4.687 1.559 0.11
H -0.633 -6.511 0.257 0.09
H 0.203 -5.906 -2.032 0.10
H 0.755 -3.542 -2.546 0.12
H -0.461 0.762 -4.069 0.13
H 0.044 -0.428 -2.871 0.10
H 1.329 2.202 -3.631 0.10
H 2.000 0.596 -3.525 0.09
H 1.639 2.735 -1.452 0.09
H 3.025 1.711 -1.775 0.11
H 3.494 0.056 -0.516 0.14
H 4.844 -0.325 1.272 0.11
H 5.236 -0.400 3.706 0.09
H 3.305 -0.267 5.257 0.10
H 1.010 -0.134 4.360 0.11
C -2.440 4.485 0.642 -0.02
N -2.534 3.626 1.813 -0.13
C -3.344 4.106 2.921 -0.04
C -1.872 2.459 1.844 -0.43
C -1.919 1.670 3.120 0.03
O -1.265 2.079 0.824 -0.04
H -2.388 5.525 0.960 0.10
H -3.308 4.360 -0.011 0.10
H -1.540 4.234 0.089 0.08
H -4.091 4.794 2.532 0.09
H -2.743 4.635 3.665 0.10
H -3.866 3.287 3.410 0.09
H -1.816 2.306 3.998 0.09
H -1.122 0.935 3.084 0.07
H -2.864 1.124 3.182 0.10
C 3.579 -3.999 -0.762 -0.08
C 3.604 -3.016 -1.839 -0.06
C 2.876 -1.899 -1.802 -0.01
C 2.032 -1.530 -0.617 -0.28
C 1.787 -2.730 0.322 -0.08
C 2.745 -3.858 0.269 -0.03
H 4.259 -4.840 -0.824 0.10
H 4.259 -3.203 -2.682 0.10
H 2.947 -1.156 -2.590 0.11
H 1.587 -2.428 1.347 0.15
H 2.720 -4.579 1.077 0.12
```

Results
* 2S+1: 1
* HOMO: -0.2265 hartree
* energy relative to the best compared isomer or geometry (same formula, charge and spin): 3.092 eV
* charge: 0

Taking the records one at a time from the top gives total energy values of -11566.84111; -1388.24207; -419.44417; -2410.18843 Ha.